*one*
Computed, not measured: a cluster of 2 separate species, C6H15N2 in total, with ωB97M-V/def2-TZVPD.

Values from the calculation:
* HOMO energy: -0.480 Ha
* charge: +1
* lowest unoccupied orbital energy: -8.232 eV
* spin multiplicity: 1
* M: 115.20 g/mol

```
23
C6H15N2 (ωB97M-V/def2-TZVPD)
C -1.04 -0.02 0.52
N -2.08 -0.59 -0.24
C -3.39 0.05 -0.12
C 0.33 -0.55 0.27
N 1.32 -0.10 1.25
C 2.63 -0.05 0.55
C 2.36 0.10 -0.97
C 0.83 -0.10 -1.11
H -1.29 -0.17 1.59
H -0.96 1.11 0.40
H -2.17 -1.58 -0.06
H -3.48 0.83 -0.87
H -4.13 -0.72 -0.32
H -3.57 0.45 0.88
H 0.34 -1.64 0.35
H 0.48 1.91 0.72
H 1.02 0.91 1.50
H 3.11 0.86 0.90
H 3.16 -0.97 0.78
H 2.84 -0.72 -1.47
H 2.71 1.09 -1.25
H 0.30 0.79 -1.45
H 0.67 -0.88 -1.85
```

*two*
Computed, not measured: a structure of composition C6H15N2, with ωB97M-V/def2-TZVPD.

Values from the calculation:
* HOMO energy (spin up / spin down): -0.542 / -0.471 Ha
* charge: +1
* lowest unoccupied orbital energy (spin up / spin down): -4.113 / -5.283 eV
* spin multiplicity: 1
* M: 115.20 g/mol

```
23
C6H15N2 (ωB97M-V/def2-TZVPD)
C -2.24 -0.73 0.16
C -2.99 -0.71 1.37
C 2.19 0.13 1.41
C -0.22 1.30 -1.51
C 0.95 -0.86 -1.20
C 1.48 1.04 0.30
N -0.52 0.10 0.59
N 0.40 0.30 -0.45
H -2.62 -1.08 -0.85
H -4.20 -0.76 1.20
H -2.79 -1.63 1.93
H -2.87 0.10 1.98
H 3.22 0.20 1.18
H 1.94 0.59 2.33
H 1.74 -0.82 1.33
H -0.67 2.17 -0.90
H 0.53 1.64 -2.26
H -0.91 0.72 -2.03
H 1.81 -0.49 -1.85
H 1.24 -1.62 -0.43
H 0.20 -1.39 -1.82
H 2.19 1.43 -0.47
H 0.92 1.88 0.89
```

Q: Which of them is the most stable? A: *one*.

*one*
Computed, not measured: a cluster of 2 separate species, C6H15N2 in total, with ωB97M-V/def2-TZVPD.

Values from the calculation:
* HOMO energy (spin up / spin down): -0.513 / -0.513 Ha
* charge: +1
* lowest unoccupied orbital energy (spin up / spin down): -6.180 / -6.181 eV
* spin multiplicity: 1
* M: 115.20 g/mol

```
23
C6H15N2 (ωB97M-V/def2-TZVPD)
C 1.50 1.69 0.53
C -2.45 0.05 -0.99
C 2.17 -1.55 0.18
C -2.24 0.16 0.47
C 1.65 -0.54 -0.83
C -1.11 -0.56 1.08
N 0.74 1.85 -0.68
N 0.87 0.57 -0.16
H 2.55 2.00 0.44
H 0.85 1.67 1.50
H -1.79 0.86 -1.39
H -2.00 -1.00 -1.23
H -3.41 0.24 -1.24
H 1.59 -1.52 1.09
H 1.95 -2.51 -0.29
H 3.16 -1.50 0.51
H -3.17 -0.27 0.92
H -2.15 1.26 0.89
H 0.99 -1.10 -1.49
H 2.40 -0.09 -1.47
H -1.16 -0.36 2.10
H -0.69 -1.39 0.61
H -0.24 2.03 -0.54
```

*two*
Computed, not measured: the ion C6H15N2 with charge +1, with ωB97M-V/def2-TZVPD.

Values from the calculation:
* HOMO energy: -0.399 Ha
* charge: +1
* lowest unoccupied orbital energy: -3.633 eV
* spin multiplicity: 1
* M: 115.20 g/mol
* structure (SMILES): C/C(N)=C/CCC[NH3+]

```
23
C6H15N2 (ωB97M-V/def2-TZVPD)
C -0.78 3.20 0.05
C 0.12 2.07 -0.39
N 1.41 2.39 -0.67
C -0.29 0.79 -0.26
C 0.61 -0.36 -0.65
C -0.12 -1.70 -0.85
C -0.88 -2.18 0.36
N 0.10 -2.62 1.44
H -0.99 3.79 -0.84
H -1.67 2.75 0.47
H -0.27 3.78 0.81
H 1.69 3.35 -0.64
H 2.16 1.75 -0.85
H -1.16 0.51 0.32
H 1.08 -0.16 -1.62
H 1.36 -0.48 0.14
H 0.50 -2.52 -1.18
H -0.74 -1.49 -1.72
H -1.56 -3.03 0.27
H -1.55 -1.45 0.81
H 0.62 -1.83 1.82
H 0.69 -3.35 1.03
H -0.33 -3.21 2.15
```

Q: Which of them is the most stable? A: *two*.

*one*
Computed, not measured: a cluster of 12 separate species, C12H48N24O12 in total, with ωB97M-V/def2-TZVPD.

Values from the calculation:
* HOMO energy: -0.326 Ha
* lowest unoccupied orbital energy: -0.287 eV
* spin multiplicity: 1
* M: 720.67 g/mol
* structure (SMILES): NC(N)=O.NC(N)=O.NC(N)=O.NC(N)=O.NC(N)=O.NC(N)=O.NC(N)=O.NC(N)=O.NC(N)=O.NC(N)=O.NC(N)=O.NC(N)=O

```
96
C12H48N24O12 (ωB97M-V/def2-TZVPD)
N -0.72 -4.89 0.06
C 0.05 -3.95 -0.52
N 1.35 -4.28 -0.70
O -0.39 -2.94 -1.08
H -1.67 -4.56 0.19
H -0.45 -5.80 0.36
H 1.56 -4.17 -1.69
H 1.94 -4.98 -0.29
N 3.98 1.55 0.85
C 3.91 1.19 -0.49
N 3.18 2.04 -1.23
O 4.18 0.03 -0.87
H 3.47 2.36 1.14
H 4.22 0.75 1.41
H 2.96 1.94 -2.20
H 2.85 2.83 -0.69
N 0.42 4.39 0.89
C 1.36 5.13 0.25
N 1.23 6.47 0.38
O 2.16 4.62 -0.54
H 0.09 4.67 1.80
H 0.25 3.42 0.66
H 0.84 7.00 1.13
H 1.82 7.02 -0.22
N -3.07 3.74 0.72
C -2.96 4.25 1.99
N -2.02 3.65 2.75
O -3.65 5.16 2.43
H -3.93 4.05 0.30
H -2.66 2.84 0.54
H -2.08 3.88 3.73
H -1.46 2.90 2.36
N -3.91 -1.14 -1.92
C -3.89 -2.24 -2.72
N -3.01 -3.21 -2.26
O -4.44 -2.29 -3.82
H -3.38 -1.13 -1.07
H -4.55 -0.41 -2.20
H -3.38 -4.12 -2.05
H -2.25 -2.89 -1.66
N -3.09 -3.62 5.06
C -3.75 -2.99 4.05
N -2.97 -2.01 3.47
O -4.86 -3.30 3.63
H -3.49 -4.44 5.47
H -2.15 -3.31 5.20
H -3.18 -1.76 2.52
H -2.14 -1.70 3.94
N -0.13 -1.88 -4.09
C -0.68 -2.15 -5.30
N -1.65 -3.12 -5.17
O -0.30 -1.70 -6.38
H -0.48 -2.33 -3.26
H 0.73 -1.35 -4.06
H -2.06 -3.29 -4.27
H -2.07 -3.56 -5.97
N 4.81 -3.85 -3.68
C 4.03 -3.15 -2.80
N 4.10 -1.80 -2.95
O 3.50 -3.68 -1.82
H 4.93 -4.81 -3.41
H 5.38 -3.48 -4.41
H 3.84 -1.22 -2.15
H 4.68 -1.54 -3.72
N -2.31 0.96 6.22
C -2.49 0.97 4.86
N -3.80 0.86 4.52
O -1.57 1.10 4.06
H -3.09 0.73 6.80
H -1.36 0.85 6.54
H -3.95 0.53 3.58
H -4.51 0.63 5.18
N 2.20 3.88 5.05
C 2.08 3.24 3.83
N 0.98 2.49 3.63
O 3.01 3.19 3.02
H 1.47 4.03 5.72
H 3.14 4.19 5.21
H 1.12 1.87 2.85
H 0.18 2.53 4.23
N 3.30 0.01 -5.10
C 2.06 0.20 -4.60
N 1.12 0.44 -5.60
O 1.79 0.35 -3.42
H 3.46 0.19 -6.07
H 4.00 0.17 -4.39
H 1.35 0.12 -6.52
H 0.17 0.62 -5.36
N -0.61 -0.60 0.80
C 0.02 0.43 0.19
N 0.89 -0.02 -0.75
O -0.08 1.63 0.47
H -1.21 -0.43 1.59
H -0.70 -1.47 0.31
H 0.82 -0.95 -1.13
H 1.55 0.48 -1.32
```

*two*
Computed, not measured: a cluster of 12 separate species, C12H48N24O12 in total, with ωB97M-V/def2-TZVPD.

Values from the calculation:
* HOMO energy: -0.327 Ha
* lowest unoccupied orbital energy: -0.128 eV
* spin multiplicity: 1
* M: 720.67 g/mol
* structure (SMILES): NC(N)=O.NC(N)=O.NC(N)=O.NC(N)=O.NC(N)=O.NC(N)=O.NC(N)=O.NC(N)=O.NC(N)=O.NC(N)=O.NC(N)=O.NC(N)=O

```
96
C12H48N24O12 (ωB97M-V/def2-TZVPD)
N 0.52 -3.62 -2.61
C 0.24 -3.37 -3.95
N -0.93 -2.69 -4.08
O 1.02 -3.63 -4.85
H 1.39 -3.96 -2.24
H -0.08 -3.02 -2.06
H -1.11 -2.23 -4.95
H -1.41 -2.23 -3.32
N -4.75 2.89 -0.38
C -3.45 2.56 -0.11
N -2.55 3.20 -0.89
O -3.15 1.65 0.69
H -4.87 3.39 -1.24
H -5.58 2.40 -0.05
H -1.69 2.69 -1.07
H -2.92 3.82 -1.58
N -7.48 -0.59 1.11
C -6.51 0.05 0.38
N -5.25 -0.45 0.48
O -6.80 1.10 -0.20
H -7.28 -1.49 1.51
H -8.40 -0.34 0.79
H -5.13 -1.36 0.89
H -4.47 0.18 0.35
N 4.23 1.83 2.56
C 3.51 1.03 1.76
N 3.08 1.64 0.62
O 3.00 -0.08 2.05
H 4.43 1.34 3.42
H 4.50 2.76 2.32
H 3.58 2.40 0.18
H 2.52 1.03 0.05
N -0.46 -1.29 4.78
C 0.40 -1.06 3.72
N 0.80 0.22 3.66
O 0.79 -1.98 3.01
H -0.35 -0.53 5.43
H -0.88 -2.18 4.94
H 1.56 0.42 3.00
H 0.44 1.05 4.10
N 2.35 2.89 -2.67
C 3.32 2.01 -2.37
N 2.89 0.85 -1.77
O 4.51 2.18 -2.65
H 1.36 2.73 -2.88
H 2.71 3.80 -2.91
H 3.53 0.14 -1.50
H 1.89 0.74 -1.85
N 5.24 -3.59 -3.15
C 4.20 -3.84 -2.28
N 4.30 -5.07 -1.69
O 3.25 -3.09 -2.10
H 5.88 -4.36 -3.10
H 5.62 -2.65 -3.15
H 3.56 -5.40 -1.10
H 5.13 -5.64 -1.72
N -5.14 0.37 3.80
C -3.84 0.43 4.22
N -2.92 0.05 3.29
O -3.52 0.76 5.36
H -5.90 0.66 4.38
H -5.33 0.30 2.82
H -2.11 -0.19 3.87
H -3.32 -0.48 2.54
N 5.99 -3.48 -0.49
C 5.52 -2.34 0.10
N 4.19 -2.19 0.10
O 6.28 -1.46 0.55
H 6.97 -3.68 -0.56
H 5.42 -3.85 -1.23
H 3.90 -1.38 0.62
H 3.66 -2.73 -0.56
N -2.68 3.65 2.70
C -1.51 3.59 3.37
N -0.65 2.79 2.68
O -1.24 4.13 4.44
H -2.77 2.91 2.01
H -3.49 3.90 3.25
H 0.29 2.77 3.03
H -0.77 2.61 1.70
N -1.15 0.75 -4.08
C -0.71 2.01 -4.24
N -1.05 2.61 -5.40
O -0.28 2.73 -3.32
H -1.10 0.45 -3.12
H -1.89 0.40 -4.65
H -0.94 3.59 -5.60
H -1.40 2.09 -6.18
N -0.74 -0.13 0.93
C 0.09 -0.46 -0.10
N 1.07 -1.29 0.29
O 0.00 0.02 -1.24
H -1.58 0.40 0.69
H -0.61 -0.49 1.85
H 1.69 -1.65 -0.43
H 1.31 -1.37 1.27
```

*three*
Computed, not measured: a cluster of 12 separate species, C12H48N24O12 in total, with ωB97M-V/def2-TZVPD.

Values from the calculation:
* HOMO energy: -0.345 Ha
* lowest unoccupied orbital energy: -0.111 eV
* spin multiplicity: 1
* M: 720.67 g/mol
* structure (SMILES): NC(N)=O.NC(N)=O.NC(N)=O.NC(N)=O.NC(N)=O.NC(N)=O.NC(N)=O.NC(N)=O.NC(N)=O.NC(N)=O.NC(N)=O.NC(N)=O

```
96
C12H48N24O12 (ωB97M-V/def2-TZVPD)
N -5.34 36.26 -7.00
C -5.92 35.57 -8.01
N -5.42 35.91 -9.16
O -6.81 34.78 -7.85
H -4.53 36.81 -7.24
H -5.95 36.38 -6.21
H -4.48 36.26 -9.20
H -5.65 35.21 -9.85
N -14.57 24.28 -8.37
C -13.46 24.84 -8.05
N -13.25 25.85 -8.85
O -12.71 24.56 -7.09
H -15.07 23.52 -7.94
H -14.87 24.53 -9.30
H -13.86 26.04 -9.64
H -12.44 26.44 -8.70
N -2.06 27.31 4.35
C -1.48 26.36 3.72
N -2.02 26.25 2.53
O -0.56 25.65 4.17
H -1.95 27.64 5.30
H -2.64 27.89 3.76
H -2.78 26.84 2.23
H -1.58 25.63 1.86
N -13.79 16.98 -1.89
C -13.20 17.52 -0.90
N -13.04 18.82 -1.12
O -12.67 16.90 0.01
H -13.80 15.97 -1.93
H -14.10 17.60 -2.62
H -13.59 19.30 -1.82
H -12.55 19.41 -0.47
N -9.83 28.27 4.61
C -9.70 29.20 5.55
N -10.24 28.70 6.68
O -9.06 30.26 5.46
H -10.28 27.43 4.93
H -9.40 28.29 3.69
H -10.17 29.26 7.51
H -10.77 27.83 6.71
N -8.50 26.02 -2.77
C -7.92 27.17 -2.53
N -7.69 27.87 -3.66
O -7.50 27.47 -1.44
H -8.65 25.45 -1.95
H -9.14 25.99 -3.56
H -7.40 28.84 -3.65
H -8.16 27.48 -4.47
N -9.52 21.07 5.52
C -8.98 21.22 4.33
N -7.81 20.60 4.27
O -9.46 21.72 3.36
H -9.14 20.56 6.31
H -10.33 21.64 5.70
H -7.35 20.61 3.37
H -7.39 20.25 5.12
N -0.68 32.20 -4.27
C 0.50 32.45 -4.73
N 0.60 31.78 -5.88
O 1.34 33.19 -4.17
H -1.24 31.41 -4.53
H -0.97 32.86 -3.56
H 1.36 31.99 -6.51
H -0.34 31.52 -6.14
N -7.32 22.91 -8.57
C -7.40 21.71 -8.98
N -6.39 21.42 -9.72
O -8.26 20.91 -8.88
H -6.62 23.43 -9.08
H -8.15 23.35 -8.20
H -6.60 20.75 -10.45
H -5.58 22.00 -9.87
N -4.51 35.12 2.77
C -4.34 34.32 1.72
N -5.22 33.33 1.88
O -3.52 34.56 0.85
H -5.08 34.98 3.60
H -3.90 35.92 2.73
H -5.87 33.40 2.65
H -5.29 32.46 1.36
N -6.24 28.61 -10.19
C -5.01 28.40 -10.18
N -4.87 27.39 -11.05
O -4.12 28.84 -9.41
H -6.80 27.98 -10.75
H -6.56 29.32 -9.55
H -3.94 27.16 -11.35
H -5.68 27.44 -11.66
N -9.86 34.67 -2.22
C -10.96 34.04 -2.30
N -11.82 34.84 -2.83
O -11.26 32.88 -1.95
H -9.83 35.57 -2.68
H -9.02 34.29 -1.81
H -12.75 34.44 -2.82
H -11.74 35.83 -3.03
```

Q: Which of them is the most stable? A: *one*.